Formula: C22H22N10O3Pd
Source: the Open Molecules 2025 dataset
Level of theory: ωB97M-V/def2-TZVPD

Values from the calculation:
**Spin multiplicity**: 3
**Frontier orbital gap (spin up / spin down)**: 7.382 / 3.527 eV
**Net charge**: +2
**Calculated total energy**: -47677.371 eV

Each line ends with the natural charge from an NBO analysis.
Geometry (Å):
1 Pd 2.17056 -0.98971 -1.37381  0.781
2 C 3.21856 -5.36571 -4.42401  -0.279
3 O 2.29686 -4.59201 -3.65751  -0.460
4 C 2.61036 -3.46531 -3.07461  0.904
5 O 1.74556 -2.87751 -2.42461  -0.675
6 N 3.87956 -2.98921 -3.21091  -0.492
7 N 4.27346 -1.77421 -2.60641  -0.671
8 H 2.64966 -6.23401 -4.74861  0.237
9 H 4.06276 -5.69861 -3.82061  0.193
10 H 3.56896 -4.82181 -5.30141  0.193
11 H 4.55856 -3.50501 -3.75751  0.401
12 H 4.57346 -1.10381 -3.32051  0.383
13 H 5.05436 -1.93511 -1.96401  0.383
14 C 1.59376 -0.36831 4.24149  -0.260
15 N 1.93346 -0.95981 2.96679  -0.159
16 C 1.77876 -0.46681 1.73969  0.184
17 N 2.22446 -1.34871 0.84649  -0.573
18 C 2.64226 -2.39021 1.61269  0.158
19 N 2.47426 -2.16881 2.88609  -0.244
20 C 0.10136 -0.40341 4.49009  0.050
21 C -0.43224 -1.14491 5.54059  -0.101
22 C -1.80524 -1.19321 5.74399  -0.199
23 C -2.66654 -0.52021 4.90039  -0.092
24 C -2.13504 0.23359 3.85019  -0.125
25 C -0.75244 0.30279 3.66379  -0.163
26 C -2.99754 0.90299 2.91659  0.552
27 N -4.30234 0.99149 2.92909  -0.172
28 N -4.67914 1.64469 1.86199  -0.172
29 C -3.61074 1.96629 1.17939  0.552
30 O -2.50214 1.51739 1.81559  -0.412
31 C -3.52374 2.64129 -0.08581  -0.125
32 C -4.67824 2.97039 -0.80141  -0.092
33 C -4.55044 3.56939 -2.03931  -0.195
34 C -3.29554 3.81919 -2.57911  -0.111
35 C -2.14294 3.48429 -1.87451  0.051
36 C -0.77144 3.72409 -2.46721  -0.260
37 N -0.06484 2.48339 -2.68841  -0.159
38 C 0.52186 1.67869 -1.80401  0.184
39 N 1.05916 0.63849 -2.43911  -0.567
40 C 0.75086 0.86839 -3.74161  0.159
41 N 0.07796 1.97279 -3.90481  -0.244
42 C -2.26274 2.91849 -0.61871  -0.162
43 H 1.96106 0.66109 4.25779  0.237
44 H 2.12536 -0.94071 5.00269  0.262
45 H 1.37436 0.49849 1.50879  0.201
46 H 3.07576 -3.29241 1.23049  0.225
47 H 0.22486 -1.68741 6.20349  0.242
48 H -2.20334 -1.77611 6.55759  0.254
49 H -3.73594 -0.56771 5.02079  0.258
50 H -0.37054 0.91849 2.86299  0.217
51 H -5.64074 2.73919 -0.37681  0.258
52 H -5.43294 3.82929 -2.59931  0.254
53 H -3.21544 4.27759 -3.55331  0.244
54 H -0.17144 4.35249 -1.80381  0.237
55 H -0.84994 4.21409 -3.43851  0.262
56 H 0.56866 1.85039 -0.74731  0.201
57 H 1.03336 0.22969 -4.55411  0.226
58 H -1.39054 2.68179 -0.02811  0.217